ORCA calculation (wB97M-V/def2-TZVPD) on a cluster of 12 separate species, H24O12 in total in a non-equilibrium geometry.

XYZ file:
```
36
Properties=species:S:1:pos:R:3
O -0.44 0.84 -0.59
H -0.35 -0.12 -0.52
H 0.41 1.17 -0.31
O 0.35 -4.00 1.86
H 0.51 -3.05 1.77
H -0.47 -4.04 2.37
O 2.91 3.15 -1.65
H 2.62 3.13 -2.56
H 2.69 2.28 -1.30
O 2.48 -0.45 -2.29
H 2.16 -0.82 -1.46
H 3.04 -1.14 -2.66
O 2.12 1.04 3.82
H 1.79 1.93 3.99
H 2.03 0.93 2.87
O -2.00 -1.21 1.92
H -2.08 -2.10 1.57
H -2.85 -0.80 1.72
O 0.31 -2.46 -0.69
H 0.89 -2.96 -1.27
H 0.56 -1.54 -0.85
O 1.33 3.86 1.15
H 1.05 3.39 1.95
H 0.63 4.51 1.00
O -2.61 0.93 -0.86
H -3.44 0.73 -1.31
H -2.52 1.89 -0.96
O 4.37 -2.32 -1.14
H 4.88 -2.13 -0.34
H 3.48 -2.04 -0.92
O -4.30 -0.84 -1.83
H -4.86 -0.06 -1.69
H -4.73 -1.32 -2.54
O -4.26 1.34 0.41
H -3.40 1.00 0.70
H -4.03 2.00 -0.25
```

Summary:
HOMO-LUMO gap	9.462	eV
energy	-24956.2672	eV
energy above the lowest of the compared OMol25 structures with the same formula, charge and spin	125.2	kcal per mole
HOMO energy	-9.79	eV
SMILES	O.O.O.O.O.O.O.O.O.O.O.O
total charge	0

Atomic partial charges in e from the Löwdin method, atoms 1 to 2:
1 O -0.05
2 H 0.02